Record 1
Density functional theory data (ωB97M-V/def2-TZVPD) for a molecular structure, C30H32GeN7O2ReSe.

Properties
Multiplicity = 1
Energy relative to the best compared isomer or geometry (same formula, charge and spin) = 65.2 kJ/mol
Charge = +4
HOMO-LUMO gap = 6.780 eV
LUMO level = -11.698 eV

Structure (XYZ):
```
74
Properties=species:S:1:pos:R:3:lowdin_charge:R:1
Re -1.139 0.357 -0.937 1.421
N -1.655 0.019 1.082 -0.028
C -1.009 1.003 2.014 -0.247
C -1.634 1.069 3.403 -0.120
C -3.124 1.427 3.525 -0.146
C -3.469 2.911 3.669 -0.148
N -2.995 3.458 4.944 0.096
C -2.379 4.640 5.102 -0.414
N -1.722 5.199 4.091 0.233
N -2.422 5.244 6.284 0.229
C -0.912 2.307 1.229 -0.546
O -0.908 3.396 1.741 0.115
O -0.744 2.106 -0.067 -0.204
H -2.671 0.145 1.110 0.105
H -1.501 -0.935 1.398 0.129
H 0.025 0.658 2.114 0.149
H -1.039 1.778 3.984 0.131
H -1.467 0.098 3.874 0.128
H -3.514 0.904 4.401 0.127
H -3.717 1.026 2.695 0.111
H -4.551 3.041 3.618 0.138
H -3.036 3.494 2.863 0.100
H -3.443 3.088 5.770 0.166
H -1.491 4.673 3.258 0.081
H -1.314 6.114 4.193 0.145
H -3.052 4.941 7.009 0.143
H -1.883 6.075 6.470 0.144
Se -4.720 2.562 -1.592 1.325
N -5.113 1.949 -3.177 -0.163
C -4.276 0.960 -3.468 -0.343
C -4.214 0.179 -4.655 0.099
C -3.229 -0.771 -4.731 0.012
C -2.303 -0.955 -3.682 -0.042
N -2.342 -0.265 -2.548 -0.074
C -3.339 0.677 -2.442 -0.490
N -3.387 1.386 -1.329 -0.298
H -4.919 0.345 -5.459 0.154
H -3.132 -1.396 -5.608 0.136
H -1.521 -1.698 -3.768 0.130
C 0.309 -0.577 -1.048 -0.415
Ge 1.837 -1.687 -1.293 1.199
C 3.501 -0.654 -0.337 -0.301
C 3.807 -1.804 0.440 -0.039
C 3.772 -1.745 1.825 0.000
C 3.464 -0.547 2.449 0.010
C 3.163 0.596 1.699 -0.016
C 3.169 0.553 0.325 0.000
C 1.647 -3.543 -1.618 -0.308
C 0.379 -4.063 -1.321 -0.107
C 0.140 -5.416 -1.493 -0.032
C 1.150 -6.240 -1.973 0.001
C 2.403 -5.722 -2.286 -0.019
C 2.659 -4.374 -2.109 -0.080
C 3.636 -0.701 -1.867 -0.311
C 4.630 -1.526 -2.469 0.004
C 4.882 -1.432 -3.815 0.013
C 4.182 -0.509 -4.600 0.039
C 3.230 0.333 -4.037 -0.002
C 2.970 0.266 -2.682 -0.047
H 4.100 -2.732 -0.038 0.125
H 4.020 -2.622 2.406 0.139
H 3.476 -0.490 3.530 0.136
H 2.967 1.533 2.204 0.132
H 2.984 1.454 -0.245 0.136
H -0.414 -3.419 -0.955 0.090
H -0.829 -5.831 -1.255 0.128
H 0.960 -7.296 -2.111 0.136
H 3.177 -6.372 -2.670 0.133
H 3.634 -3.984 -2.370 0.097
H 5.218 -2.196 -1.857 0.138
H 5.652 -2.046 -4.264 0.143
H 4.407 -0.432 -5.656 0.143
H 2.719 1.064 -4.648 0.135
H 2.260 0.954 -2.237 0.113
```

---

Record 2
Density functional theory data (ωB97M-V/def2-TZVPD) for a molecular structure, C30H32MnN3O6P2S.

Properties
Multiplicity = 5
Energy relative to the best compared isomer or geometry (same formula, charge and spin) = 103.0 kJ/mol
HOMO-LUMO gap (alpha / beta) = 7.560 / 8.307 eV
LUMO level (alpha / beta) = -0.261 / 0.253 eV
<S²> = 6.1658

Structure (XYZ):
```
75
Properties=species:S:1:pos:R:3:lowdin_charge:R:1
Mn 0.833 -1.604 0.673 0.810
O 2.183 -3.229 2.521 -0.349
S 0.727 -3.150 2.645 0.326
O 0.125 -3.916 3.688 -0.281
O 0.397 -1.635 2.727 -0.463
O 0.138 -3.419 1.259 -0.385
C -2.477 3.679 -1.683 -0.100
C -1.260 3.200 -2.152 -0.087
C -0.829 1.927 -1.813 -0.088
C -1.621 1.109 -1.006 -0.326
C -2.838 1.594 -0.534 -0.093
C -3.262 2.875 -0.869 -0.090
P -1.065 -0.591 -0.631 1.128
C -2.559 -1.407 0.000 -0.353
C -2.732 -1.367 1.384 -0.098
C -3.838 -1.971 1.962 -0.064
C -4.763 -2.631 1.165 -0.080
C -4.581 -2.692 -0.210 -0.077
C -3.480 -2.082 -0.794 -0.067
C -0.707 -1.301 -2.257 -0.299
C -1.417 -1.050 -3.400 -0.083
C -1.055 -1.676 -4.612 -0.070
C 0.010 -2.529 -4.652 -0.027
C 0.781 -2.796 -3.494 -0.158
C 1.908 -3.658 -3.515 -0.037
C 2.631 -3.881 -2.381 -0.067
C 2.272 -3.249 -1.163 -0.076
C 1.210 -2.396 -1.122 -0.171
C 0.421 -2.167 -2.280 -0.182
H -2.813 4.671 -1.955 0.103
H -0.644 3.821 -2.790 0.105
H 0.118 1.553 -2.181 0.092
H -3.471 0.962 0.076 0.101
H -4.217 3.236 -0.506 0.105
H -1.978 -0.894 2.006 0.087
H -3.960 -1.953 3.037 0.108
H -5.618 -3.118 1.618 0.102
H -5.292 -3.225 -0.828 0.103
H -3.333 -2.143 -1.864 0.097
H -2.258 -0.365 -3.379 0.112
H -1.627 -1.476 -5.509 0.102
H 0.290 -3.010 -5.582 0.112
H 2.179 -4.141 -4.447 0.109
H 3.481 -4.552 -2.400 0.103
H 2.836 -3.469 -0.261 0.106
C -0.225 3.789 1.395 -0.159
P -0.387 2.385 2.505 0.523
C -2.086 2.433 3.094 -0.163
C 0.620 2.796 3.941 -0.177
O -0.005 1.083 1.894 -0.375
H -0.412 4.729 1.917 0.057
H -0.934 3.680 0.574 0.025
H 0.785 3.794 0.984 0.058
H -2.324 3.398 3.544 0.055
H -2.223 1.641 3.831 0.060
H -2.754 2.249 2.252 0.036
H 0.351 3.766 4.360 0.052
H 1.668 2.808 3.639 0.046
H 0.484 2.020 4.695 0.057
C 4.195 1.789 -1.850 -0.007
N 3.848 1.218 -0.554 -0.043
C 4.668 1.383 0.514 -0.051
C 4.363 0.878 1.719 0.003
C 3.147 0.123 1.835 -0.350
N 2.405 -0.152 0.751 0.117
C 2.669 0.466 -0.447 -0.468
O 1.924 0.384 -1.407 0.041
N 2.748 -0.292 3.019 0.212
H 4.657 2.764 -1.701 0.091
H 3.287 1.895 -2.433 0.087
H 4.883 1.136 -2.389 0.101
H 5.565 1.961 0.337 0.134
H 4.999 1.038 2.576 0.111
H 3.373 -0.217 3.801 0.126
H 1.866 -0.825 3.111 0.059
```

---

Record 3
Density functional theory data (ωB97M-V/def2-TZVPD) for a molecular structure, C30H32MnN3O6P2S.

Properties
Multiplicity = 5
Energy relative to the best compared isomer or geometry (same formula, charge and spin) = 165.7 kJ/mol
HOMO-LUMO gap (alpha / beta) = 7.601 / 8.318 eV
LUMO level (alpha / beta) = -0.171 / 0.318 eV
<S²> = 6.1331

Structure (XYZ):
```
75
Properties=species:S:1:pos:R:3:lowdin_charge:R:1
Mn 0.319 0.288 0.510 0.792
O 0.249 0.163 2.941 -0.340
S 1.400 -0.544 2.350 0.327
O 2.321 -1.176 3.232 -0.259
O 0.761 -1.495 1.319 -0.419
O 2.033 0.469 1.395 -0.358
C -0.425 -1.288 -6.258 -0.091
C -1.238 -0.386 -5.580 -0.095
C -0.905 0.027 -4.299 -0.108
C 0.262 -0.442 -3.687 -0.336
C 1.077 -1.340 -4.371 -0.089
C 0.728 -1.765 -5.651 -0.081
P 0.652 0.205 -2.021 1.125
C 2.345 -0.442 -1.731 -0.371
C 2.432 -1.763 -1.283 -0.125
C 3.660 -2.315 -0.956 -0.066
C 4.813 -1.546 -1.055 -0.076
C 4.733 -0.228 -1.485 -0.072
C 3.505 0.323 -1.824 -0.066
C 0.915 1.982 -2.296 -0.311
C 1.290 2.540 -3.485 -0.075
C 1.463 3.939 -3.591 -0.071
C 1.232 4.744 -2.513 -0.030
C 0.818 4.201 -1.270 -0.159
C 0.504 5.022 -0.154 -0.037
C 0.060 4.463 1.007 -0.070
C -0.059 3.058 1.128 -0.082
C 0.245 2.235 0.083 -0.173
C 0.677 2.798 -1.151 -0.180
H -0.686 -1.611 -7.259 0.103
H -2.139 -0.010 -6.053 0.107
H -1.537 0.727 -3.761 0.098
H 1.987 -1.706 -3.911 0.101
H 1.369 -2.463 -6.176 0.105
H 1.519 -2.340 -1.148 0.090
H 3.714 -3.335 -0.593 0.108
H 5.770 -1.968 -0.776 0.102
H 5.629 0.378 -1.545 0.104
H 3.448 1.356 -2.146 0.103
H 1.451 1.913 -4.357 0.111
H 1.767 4.370 -4.539 0.102
H 1.348 5.822 -2.596 0.112
H 0.624 6.098 -0.241 0.110
H -0.181 5.092 1.856 0.103
H -0.365 2.636 2.081 0.101
C -2.634 -2.908 -3.394 -0.161
P -1.710 -3.577 -2.002 0.508
C -0.329 -4.464 -2.741 -0.169
C -2.769 -4.857 -1.304 -0.183
O -1.289 -2.548 -1.012 -0.366
H -3.066 -3.696 -4.015 0.058
H -1.964 -2.289 -3.992 0.019
H -3.428 -2.271 -2.994 0.060
H -0.664 -5.202 -3.473 0.057
H 0.230 -4.959 -1.945 0.059
H 0.322 -3.732 -3.228 0.031
H -3.134 -5.539 -2.075 0.052
H -3.617 -4.375 -0.812 0.052
H -2.201 -5.417 -0.559 0.054
C -4.625 2.156 -1.233 -0.007
N -3.947 1.191 -0.368 -0.041
C -4.625 0.562 0.621 -0.056
C -4.032 -0.332 1.419 0.000
C -2.630 -0.565 1.225 -0.350
N -1.920 0.143 0.329 0.137
C -2.576 0.943 -0.577 -0.465
O -2.048 1.454 -1.551 0.024
N -2.045 -1.486 1.963 0.214
H -5.607 1.775 -1.507 0.091
H -4.026 2.296 -2.123 0.084
H -4.735 3.114 -0.729 0.098
H -5.675 0.812 0.710 0.134
H -4.584 -0.854 2.188 0.112
H -2.559 -1.937 2.696 0.125
H -1.072 -1.713 1.835 0.064
```

---

Here are the calculated total energy numbers, same order: -170108.4513; -109122.1029; -109121.4526 (eV).
Here are the calculated strongest force on any atom numbers, same order: 0.4; 0.6; 3.1 (eV/A).